A cluster of 15 separate species, C62H165N11O24 in total, computed with ωB97M-V/def2-TZVPD.

```
262
Properties=species:S:1:pos:R:3:forces:R:3
C -4.798059 3.509365 3.193727 -0.305 -0.209 -0.960
O -4.433315 3.126568 4.487330 0.372 0.257 -0.013
C -5.425183 3.365779 5.448955 -0.963 0.824 -0.494
C -5.018263 2.716138 6.740166 1.084 -0.887 -0.834
N -4.975316 1.243408 6.639796 -0.721 1.159 1.417
C -6.276679 0.678210 6.366802 0.503 -0.369 -0.270
C -6.050541 -0.769063 5.959817 0.229 0.615 0.941
O -5.178184 -0.735172 4.836747 -0.841 -0.921 -0.568
C -4.908800 -2.072804 4.423787 -0.101 -0.054 0.494
H -4.994624 4.584821 2.990772 0.094 -0.396 0.668
H -5.630667 2.920745 2.780794 -0.393 0.138 0.486
H -4.001457 3.204895 2.547388 0.823 0.069 -0.266
H -6.356474 2.922286 5.056013 -0.024 0.455 0.240
H -5.574571 4.467934 5.583093 0.008 -0.641 -0.051
H -5.665453 3.050873 7.550866 0.134 -0.139 0.134
H -3.979119 3.034683 6.867127 -0.132 0.167 0.602
H -4.261431 0.904932 6.016298 -0.142 0.188 -0.347
H -6.738993 1.174375 5.483995 -0.214 -0.366 0.506
H -6.958973 0.764261 7.254339 0.589 -0.093 -0.731
H -7.060549 -1.182134 5.833062 0.331 -0.526 -0.724
H -5.508586 -1.347799 6.733764 -0.500 0.273 0.075
H -4.388520 -2.086475 3.473189 0.042 0.253 -0.167
H -5.838285 -2.661573 4.344436 0.212 0.188 -0.090
H -4.272660 -2.561283 5.171602 -0.001 -0.060 -0.034
C 0.114660 -0.866913 -5.146746 -1.074 0.455 -0.391
O 0.789093 -1.423772 -6.258627 -0.529 -0.291 0.845
C 1.685411 -2.387175 -5.735440 -0.006 -0.337 -0.501
C 2.507604 -2.815736 -6.893820 1.920 -0.994 -1.866
N 3.500692 -3.910101 -6.667130 0.258 0.822 1.519
C 4.604337 -3.393304 -5.759460 -0.924 0.324 -0.667
C 5.969659 -3.930775 -6.070862 -0.344 -2.064 -0.132
O 6.445356 -3.594393 -7.338192 -0.049 0.259 -1.441
C 7.005352 -2.284445 -7.510771 -0.231 -0.881 0.338
H -0.567934 -0.091269 -5.534820 0.171 -0.339 0.126
H 0.838971 -0.352957 -4.493060 -0.202 -0.362 0.171
H -0.521320 -1.637642 -4.613015 0.806 0.715 -0.284
H 1.179179 -3.259729 -5.302112 -0.170 0.176 0.159
H 2.279885 -1.868340 -5.001997 0.493 -0.142 0.624
H 3.066444 -1.952566 -7.259161 0.002 0.469 0.063
H 1.883052 -3.078752 -7.750582 -0.294 -0.272 0.282
H 3.857043 -4.356312 -7.515773 -0.153 0.726 0.328
H 4.338312 -3.625119 -4.723500 0.176 0.034 -0.078
H 4.670223 -2.290654 -5.836723 -0.251 -0.171 -0.034
H 5.919508 -5.065434 -5.987192 0.138 1.163 -0.474
H 6.743627 -3.656499 -5.390191 0.235 0.525 1.225
H 7.411449 -1.966576 -6.558745 0.310 0.292 0.302
H 6.286572 -1.518301 -7.839194 0.023 -0.375 -0.082
H 7.821001 -2.412873 -8.228428 -0.235 0.281 0.023
C 8.356441 1.864940 0.350216 -0.906 -0.330 0.193
O 7.371558 1.240398 -0.458499 0.398 -1.293 0.078
C 7.897503 -0.019808 -1.002043 -1.097 0.595 0.621
C 6.670445 -0.620496 -1.789272 1.104 1.147 1.170
N 6.368601 0.253899 -2.911484 -1.071 0.169 -0.527
C 5.096121 -0.139561 -3.551290 0.909 0.147 -0.473
C 4.745506 0.684611 -4.810087 2.297 -0.538 1.077
O 3.540132 0.228639 -5.269091 -0.776 -0.372 -0.419
C 3.195067 0.908835 -6.445051 -0.290 -0.019 -0.402
H 7.894921 2.777663 0.776468 0.477 -0.602 -0.105
H 9.173403 2.085966 -0.295738 0.991 0.708 -0.403
H 8.754135 1.168410 1.114187 -0.427 0.394 0.037
H 8.147319 -0.715686 -0.185751 -0.214 0.185 0.105
H 8.884014 0.244031 -1.445320 -0.856 -0.481 -0.742
H 5.860110 -0.651312 -1.000210 0.530 -0.033 -0.710
H 6.843559 -1.651477 -2.109620 0.130 0.177 -0.155
H 6.227119 1.207292 -2.570112 0.421 -0.306 0.148
H 4.254980 -0.013295 -2.891082 -0.567 -0.044 0.490
H 5.195797 -1.204034 -3.758672 -0.241 -0.097 -0.365
H 5.563515 0.579408 -5.593505 -0.769 0.274 0.765
H 4.658888 1.734221 -4.472914 0.251 -0.024 -0.414
H 3.273932 1.982459 -6.275109 -0.186 0.282 -0.059
H 2.169076 0.621788 -6.674578 0.135 0.103 -0.252
H 3.882646 0.666670 -7.277573 -0.261 -0.111 0.214
C -2.140371 3.906388 0.502296 -0.156 -0.105 -0.348
O -1.595092 4.992160 1.167219 1.453 0.651 0.089
C -0.148543 4.965839 1.146116 -0.942 -0.272 0.924
C 0.348723 6.229009 1.699086 -1.107 2.331 2.194
N -0.063597 6.441139 3.151772 0.857 0.281 -0.623
C 0.446039 7.664894 3.821563 0.388 0.226 -0.836
C 0.161205 7.580784 5.298271 -0.877 -0.970 0.810
O 0.345724 8.819184 5.910048 0.105 1.122 -0.023
C 0.466122 8.755924 7.316145 -0.031 -0.782 0.014
H -2.029600 4.045012 -0.564723 0.171 -0.206 -0.664
H -3.193858 3.964293 0.702504 -0.555 -0.491 0.113
H -1.687839 2.939273 0.778988 -0.324 0.286 0.107
H 0.320463 4.932336 0.163529 -0.471 -0.733 -0.466
H 0.136707 4.139829 1.802534 0.405 -0.128 -0.459
H 0.014008 7.086777 1.072854 0.160 -0.363 0.216
H 1.407581 6.226899 1.725654 1.188 -0.085 -0.206
H -1.047943 6.597069 3.179922 -0.957 -0.463 -0.256
H -0.017924 8.602624 3.420722 0.191 -0.568 0.252
H 1.523601 7.790959 3.673610 -0.041 -0.240 -0.117
H 0.744095 6.831877 5.852244 0.345 -0.090 -0.544
H -0.889119 7.221026 5.428318 0.210 0.329 -0.024
H 1.426599 8.300298 7.599584 -0.113 -0.074 -0.061
H -0.342467 8.102197 7.716774 0.333 0.620 0.098
H 0.458528 9.766015 7.741509 -0.337 -0.244 -0.269
C -5.559734 3.966413 -1.450689 0.280 1.839 -0.176
O -5.003175 2.769009 -1.025456 -0.369 -1.115 -0.254
C -5.602583 1.618000 -1.612534 1.339 -0.427 0.436
C -6.731039 1.003890 -0.833498 0.262 0.102 0.541
N -7.351084 0.018804 -1.678543 1.749 0.116 0.369
C -8.366464 -0.673190 -1.035257 -0.798 -2.020 1.029
C -7.942543 -1.355232 0.295341 -0.018 -1.027 -0.266
O -8.157233 -0.432354 1.303999 0.081 1.140 1.513
C -7.802466 -0.883159 2.627427 0.236 -1.909 -2.516
H -5.731284 3.973308 -2.549187 0.063 0.091 0.593
H -4.806604 4.747000 -1.192101 -0.452 -0.368 -0.406
H -6.468678 4.279389 -0.907918 -0.006 -0.463 -0.195
H -4.761393 0.894137 -1.641570 -0.625 0.121 -0.149
H -5.960972 1.765491 -2.645198 0.265 0.516 0.085
H -7.467232 1.733622 -0.523096 -0.267 0.748 0.092
H -6.388385 0.569057 0.150768 -0.100 0.197 -1.239
H -7.441534 0.218329 -2.657824 -0.290 0.299 0.060
H -8.780561 -1.388395 -1.725873 -0.092 -0.638 -0.166
H -9.222607 -0.118514 -0.680107 -0.497 0.960 -0.063
H -6.901383 -1.740268 0.383672 -0.263 0.236 -0.657
H -8.599958 -2.223026 0.490729 0.078 0.003 -0.261
H -8.366887 -1.823533 2.769295 -0.147 0.391 0.578
H -8.085929 -0.094519 3.281949 0.175 0.361 0.750
H -6.737462 -1.240334 2.630205 -0.607 0.950 0.331
C 4.030881 5.169228 6.996949 -1.153 0.884 -0.180
O 2.611927 5.105086 6.814561 0.038 -0.236 0.727
C 2.175077 4.422024 5.670934 1.014 0.090 -0.939
C 0.802160 3.813016 5.914730 0.257 -0.284 -0.700
N 0.228994 3.435439 4.571713 0.547 0.791 0.950
C -1.119445 2.915901 4.579427 -0.648 0.593 -0.073
C -1.248441 1.429903 4.773722 0.883 0.639 0.477
O -0.491345 1.014164 5.920292 -1.860 -0.366 0.741
C -1.376921 1.010787 7.087841 1.388 0.904 -0.396
H 4.407269 5.853277 6.233150 0.499 -0.221 -0.159
H 4.559472 4.192904 6.970231 -0.468 0.486 0.136
H 4.084531 5.713683 7.943901 0.612 -0.487 0.051
H 2.980724 3.724621 5.391785 -0.613 -0.478 0.080
H 2.148905 5.081422 4.780157 -0.239 0.165 0.320
H 0.223379 4.553609 6.500517 -0.172 -0.199 -0.416
H 0.928667 2.927868 6.537101 -0.236 -0.059 -0.112
H 0.163605 4.315413 4.049021 0.354 -0.131 0.105
H -1.620493 3.230095 3.653751 0.191 -0.338 -0.188
H -1.723727 3.434658 5.310037 -0.312 0.187 0.735
H -0.836882 0.938758 3.915165 0.300 -0.568 -0.509
H -2.302377 1.205923 4.875455 -0.374 -0.370 -0.008
H -1.751390 2.056388 7.287199 0.252 -1.069 -0.070
H -0.764439 0.650958 7.916230 -0.001 0.327 0.041
H -2.192667 0.305475 6.998515 -0.373 -0.055 -0.385
C 2.709024 4.019350 -3.632271 0.268 0.506 -0.226
O 1.396401 3.737578 -3.147889 1.306 0.726 1.207
C 1.019125 2.460137 -3.542207 -0.169 -1.072 -1.453
C -0.478031 2.248655 -3.337269 0.014 0.555 -1.284
N -1.170521 3.293843 -4.154512 -0.364 -0.711 1.347
C -2.648203 3.160800 -4.048977 1.388 0.095 -0.709
C -3.259103 4.326740 -4.805284 -0.669 -0.283 0.806
O -4.681193 4.174208 -4.855817 0.344 0.546 0.051
C -5.004997 3.332177 -5.912695 -1.244 -0.853 -0.895
H 3.410782 3.168812 -3.726704 -0.639 -0.127 0.651
H 3.201961 4.777860 -2.994374 -0.491 -0.291 -0.354
H 2.640992 4.366381 -4.671858 -0.091 0.337 0.115
H 1.616217 1.657173 -3.086000 -0.166 0.344 0.141
H 1.279072 2.473774 -4.620364 -0.647 -0.755 0.011
H -0.739364 2.263775 -2.264691 -0.016 0.304 -0.360
H -0.784045 1.265132 -3.750179 0.266 0.484 0.350
H -0.870229 4.174653 -3.737308 -0.181 0.035 -0.227
H -3.020570 3.144259 -3.019656 -0.057 0.002 0.152
H -2.883874 2.201039 -4.533159 -0.140 0.290 0.099
H -2.910235 4.364450 -5.831725 0.511 0.182 -0.016
H -3.031084 5.259542 -4.276355 -0.122 -0.056 -0.190
H -5.968603 3.610342 -6.384195 0.333 0.117 0.501
H -5.116997 2.270138 -5.611995 0.256 0.340 -0.031
H -4.263132 3.397628 -6.711078 0.049 -0.179 -0.044
C -3.292168 0.292298 1.308028 0.633 -0.068 -0.463
O -2.078743 -0.111639 0.680440 0.008 0.193 -0.425
C -2.167253 -0.292855 -0.746637 -0.236 -0.552 0.617
C -0.763262 -0.251015 -1.310624 0.721 0.596 0.301
N 0.137076 -1.130606 -0.608038 0.390 -1.238 1.161
C 1.436187 -1.364451 -1.230465 -0.290 -0.720 -0.315
C 2.507222 -0.449267 -0.741618 -0.146 0.306 -0.542
O 2.220094 0.862414 -1.208307 -0.435 -0.393 0.427
C 3.183799 1.771168 -0.768261 0.476 0.595 -0.256
H -3.059148 0.346760 2.354247 0.035 0.328 0.598
H -4.095437 -0.428380 1.212786 -0.242 -0.400 -0.357
H -3.616046 1.254498 0.911719 -0.158 0.161 0.063
H -2.848804 0.469104 -1.160681 0.477 -0.145 -0.106
H -2.580999 -1.295319 -0.949833 -0.148 0.219 0.057
H -0.364336 0.775367 -1.265416 -0.344 -0.229 -0.275
H -0.714307 -0.629759 -2.330403 -0.543 0.441 -0.278
H 0.305194 -0.857064 0.358621 -0.467 0.023 -0.151
H 1.227089 -1.313547 -2.308478 0.668 0.062 0.037
H 1.869160 -2.363697 -1.012376 -0.765 0.143 -0.017
H 3.471595 -0.747506 -1.165113 0.082 -0.167 0.481
H 2.494704 -0.509044 0.366815 0.399 0.228 -0.391
H 2.836250 2.754579 -1.053416 -0.119 0.366 -0.012
H 4.151390 1.615077 -1.286032 -0.168 -0.138 0.568
H 3.252781 1.728077 0.321218 0.499 0.037 0.023
C 3.756400 -3.977263 -2.086983 0.952 0.351 1.804
O 4.437264 -5.087574 -2.639020 -0.629 0.291 -0.674
C 3.535572 -5.914310 -3.396113 0.654 -0.860 1.089
C 2.428940 -6.486383 -2.490069 0.306 0.787 -0.630
N 3.076713 -7.206490 -1.409022 -1.041 0.126 1.158
C 2.043323 -7.743360 -0.502002 -0.500 -1.235 -0.376
C 2.715378 -8.548830 0.558221 0.974 0.201 0.959
O 3.465796 -7.626583 1.354490 -0.416 -0.182 -0.414
C 4.432402 -8.217690 2.157117 1.009 -0.241 0.825
H 4.542512 -3.307063 -1.618886 -1.034 -0.683 -0.663
H 3.107339 -4.322237 -1.258889 0.222 0.263 -0.111
H 3.088309 -3.410050 -2.741457 0.263 -0.094 -0.595
H 4.151252 -6.769958 -3.721320 -0.208 0.371 -0.050
H 3.190567 -5.364991 -4.253684 -0.511 0.217 -0.476
H 1.839733 -7.209563 -3.083145 0.072 0.374 0.243
H 1.763732 -5.665070 -2.113152 0.207 -0.658 -0.367
H 3.682203 -6.587355 -0.849262 -0.309 -0.264 -0.601
H 1.416121 -8.485508 -1.047426 0.298 0.590 -0.064
H 1.316312 -7.045414 -0.026098 0.577 0.158 -0.417
H 3.440873 -9.237284 0.153892 0.250 -0.326 -0.693
H 2.091319 -9.165715 1.204514 -0.612 0.240 0.064
H 4.983227 -7.340828 2.563627 -0.109 -0.911 0.122
H 5.170741 -8.882560 1.611350 -0.833 0.716 0.225
H 3.979059 -8.842306 2.978718 0.364 0.611 -0.556
O 0.566773 1.878940 1.046231 0.134 0.301 0.737
H 0.976209 1.586364 0.235600 0.102 -0.371 -0.779
H -0.321259 1.516640 1.072876 -0.165 -0.383 -0.113
O 4.136043 -2.762689 0.775350 -0.260 -0.407 -0.606
H 3.661970 -3.543726 1.174515 0.405 0.752 0.348
H 4.465295 -2.164367 1.443852 -0.092 -0.187 0.465
O 2.560547 2.683486 3.173720 -0.406 -0.235 0.398
H 2.143638 2.353052 2.365924 -0.096 0.055 0.172
H 1.798778 2.689156 3.820563 0.507 0.118 -0.874
O -3.591367 -0.131355 -3.885696 0.021 -1.781 -0.626
H -4.063865 0.619376 -3.574725 -0.664 1.022 0.438
H -4.276313 -0.823194 -4.023209 0.697 0.689 0.180
C 3.044390 -5.103083 4.133056 0.235 -0.125 -1.141
C 1.916488 -4.929841 3.115032 -1.122 0.281 1.131
C 1.036487 -3.692150 3.396474 -0.132 -1.064 -1.276
O -0.050839 -3.719824 2.415016 1.396 -0.322 1.461
C -0.850147 -2.610711 2.659996 -0.381 1.012 -0.558
N 2.468776 -4.853630 1.788590 0.153 0.540 -0.972
H 3.599770 -4.168874 4.178624 0.129 0.103 0.245
H 3.740746 -5.858551 3.719863 -0.357 0.254 0.447
H 2.696576 -5.405338 5.107773 -0.088 -0.047 0.334
H 1.146078 -5.699786 3.271807 0.422 -0.640 -0.373
H 1.588100 -2.793389 3.202941 0.484 0.767 0.085
H 0.621106 -3.673034 4.414069 0.146 -0.168 -0.161
H -1.455907 -2.730366 3.584777 0.375 0.278 -0.342
H -1.488684 -2.523543 1.787458 -0.454 0.135 0.020
H -0.235689 -1.667794 2.660798 -0.546 -0.629 0.395
H 2.844255 -5.727588 1.411748 -0.337 0.163 0.497
H 1.806411 -4.455337 1.122738 -0.105 -0.392 0.108
C -2.582626 -5.085882 -1.067108 -0.740 1.088 1.528
C -1.102853 -5.039307 -1.440902 -0.068 -0.349 -1.234
C -1.053530 -4.383953 -2.804202 -0.022 0.002 0.121
O -1.723100 -5.227702 -3.675162 -0.931 -0.702 -1.121
C -1.830103 -4.630777 -4.936840 0.848 -0.190 -0.898
N -0.168358 -4.375582 -0.546307 -0.515 0.775 -0.052
H -2.781801 -5.532291 -0.054846 0.280 0.026 -0.965
H -3.232785 -5.537327 -1.840060 0.576 0.038 0.485
H -2.910877 -4.018989 -0.940710 0.084 -0.667 -0.180
H -0.780857 -6.069716 -1.652698 0.158 0.041 0.343
H -0.053158 -4.273336 -3.203301 0.734 0.326 0.275
H -1.565166 -3.415117 -2.827210 0.137 0.386 0.383
H -2.084219 -5.361431 -5.711254 0.083 -0.174 0.373
H -0.851285 -4.186260 -5.208060 -0.361 -0.108 -0.107
H -2.575379 -3.848474 -5.013397 -0.339 0.410 0.400
H -0.163279 -3.336971 -0.721035 -0.234 -1.171 0.491
H -0.517099 -4.528298 0.394569 0.389 0.317 0.213
```
Forces are in eV/Å.

The calculation puts the max |F| at 3.4 eV/A. The value obtained for the LUMO energy is 0.2733 eV. The molecular weight is 1449.1 g mol⁻¹. The calculation puts the total energy at -4868.80803 Ha. The frontier orbital gap is 8.8001 eV.